This record from OMol25 describes a structure of composition C37H35InN6P2S. The level of theory is wB97M-V/def2-TZVPD.

CARTESIAN COORDINATES (ANGSTROEM)
In: -0.1072 -0.6907 0.5593
N: 0.9453 0.2015 4.6572
C: 0.4492 -0.4358 3.5870
S: -0.8311 0.4005 2.6960
N: 0.9250 -1.6287 3.3079
N: 0.3253 -2.1552 2.1855
C: -0.0468 -3.3698 2.1941
C: -0.8314 -3.8458 1.0473
C: -1.1629 -5.1834 0.9127
C: -1.9478 -5.5672 -0.1654
C: -2.3670 -4.5958 -1.0588
C: -1.9915 -3.2789 -0.8402
N: -1.2484 -2.8958 0.1941
H: 0.4980 1.0311 5.0040
H: 1.5913 -0.2942 5.2515
H: 0.1511 -4.0041 3.0531
H: -0.8118 -5.9016 1.6406
H: -2.2277 -6.6027 -0.3005
H: -2.9788 -4.8437 -1.9136
H: -2.3088 -2.5032 -1.5247
N: -1.3019 -0.1137 -2.5510
P: -1.7524 0.6944 -1.1140
C: -2.0164 2.3737 -1.7060
C: -0.9881 3.3119 -1.6791
C: -1.1963 4.5775 -2.2050
C: -2.4234 4.9035 -2.7632
C: -3.4505 3.9687 -2.7959
C: -3.2557 2.7059 -2.2620
C: -3.3850 0.0727 -0.6505
C: -3.8276 0.4053 0.6296
C: -5.0733 -0.0171 1.0628
C: -5.8792 -0.7757 0.2234
C: -5.4459 -1.1013 -1.0539
C: -4.2010 -0.6755 -1.4929
C: -0.2635 -1.0168 -2.6832
C: 0.0923 -1.4853 -3.9567
C: 1.0656 -2.4449 -4.0640
C: 1.6820 -2.9384 -2.9086
C: 1.2978 -2.4086 -1.7088
N: 0.3536 -1.4503 -1.5879
H: -1.6619 0.2510 -3.4239
H: -0.0241 3.0594 -1.2564
H: -0.3998 5.3082 -2.1779
H: -2.5846 5.8919 -3.1710
H: -4.4079 4.2286 -3.2260
H: -4.0725 1.9959 -2.2572
H: -3.2095 1.0024 1.2909
H: -5.4150 0.2457 2.0542
H: -6.8499 -1.1072 0.5640
H: -6.0814 -1.6777 -1.7117
H: -3.8768 -0.9142 -2.5009
H: -0.4119 -1.0973 -4.8311
H: 1.3462 -2.8226 -5.0376
H: 2.4393 -3.7059 -2.9513
H: 1.7439 -2.7517 -0.7807
C: 3.0961 0.3758 -1.1751
P: 2.2293 0.6240 0.4062
C: 3.3684 0.0035 1.6665
C: 3.7659 -1.3325 1.5998
C: 4.6259 -1.8557 2.5465
C: 5.0904 -1.0463 3.5768
C: 4.6944 0.2791 3.6536
C: 3.8329 0.8075 2.7013
C: 2.1723 2.4238 0.6048
C: 3.3196 3.1628 0.2928
C: 3.3349 4.5363 0.4586
C: 2.2080 5.1902 0.9426
C: 1.0703 4.4671 1.2605
C: 1.0528 3.0884 1.0946
H: 4.0665 0.8677 -1.1538
H: 2.4998 0.7919 -1.9883
H: 3.2603 -0.6838 -1.3592
H: 3.4075 -1.9759 0.8019
H: 4.9348 -2.8895 2.4862
H: 5.7668 -1.4517 4.3166
H: 5.0604 0.9096 4.4520
H: 3.5275 1.8431 2.7702
H: 4.2154 2.6716 -0.0623
H: 4.2278 5.0956 0.2171
H: 2.2242 6.2632 1.0770
H: 0.1940 4.9712 1.6436
H: 0.1645 2.5342 1.3656

Values from the calculation:
HOMO-LUMO gap: 0.2868 Eh
Net charge: +2
Highest occupied orbital energy: -13.4 eV
LUMO level: -5.61 eV
Relative energy (zero: lowest compared OMol25 entry of this formula, charge and spin): 0.0 kJ/mol
E_tot: -82454.00026 eV

=====

This record from OMol25 describes a structure of composition C37H35N3OP2STe4Ti in a non-equilibrium geometry. The level of theory is wB97M-V/def2-TZVPD.

CARTESIAN COORDINATES (ANGSTROEM)
Ti: 0.0615 -0.2428 1.1989
Te: 2.3120 -1.1848 2.4870
Te: 2.4415 0.8189 4.2805
Te: 1.1388 2.8459 3.0501
Te: -1.2622 1.7363 2.4336
N: -1.8449 -3.6599 2.3963
C: -1.6937 -3.1996 3.6834
C: -2.0027 -3.7696 4.9087
C: -1.7051 -3.0319 6.0403
C: -1.1317 -1.7642 5.9474
C: -0.8170 -1.1948 4.7288
C: -1.0900 -1.9271 3.5784
N: -0.8616 -1.6526 2.2421
C: -1.3374 -2.7048 1.5525
C: -1.3216 -2.7163 0.1360
C: -1.7087 -3.7047 -0.7584
S: -1.4233 -3.1873 -2.3742
C: -0.8272 -1.7023 -1.7575
N: -0.8284 -1.5811 -0.4704
H: -2.2354 -4.5437 2.1233
H: -2.4443 -4.7522 4.9651
H: -1.9132 -3.4429 7.0172
H: -0.9108 -1.2124 6.8464
H: -0.3790 -0.2047 4.6821
H: -2.1171 -4.6713 -0.5503
H: -0.4533 -0.9432 -2.4146
C: 1.0309 1.2497 -3.2958
C: 2.1936 1.1440 -2.3139
P: 1.9465 0.0750 -0.8063
C: 2.2028 -1.6166 -1.4766
C: 2.6671 -1.8988 -2.7592
C: 2.8451 -3.2091 -3.1678
C: 2.5751 -4.2605 -2.3094
C: 2.0883 -3.9949 -1.0406
C: 1.8922 -2.6887 -0.6408
C: 3.6087 0.4599 -0.1294
C: 3.7317 1.6866 0.5181
C: 4.9082 2.0350 1.1514
C: 5.9780 1.1544 1.1320
C: 5.8720 -0.0555 0.4658
C: 4.6946 -0.4087 -0.1705
C: -0.0550 2.1799 -2.7660
P: -0.8741 1.6929 -1.1458
C: -1.1885 3.4405 -0.6761
C: -0.1105 4.0662 -0.0557
C: -0.2113 5.3586 0.4146
C: -1.4027 6.0468 0.2514
C: -2.4529 5.4605 -0.4330
C: -2.3493 4.1627 -0.9087
C: -2.5209 1.1709 -1.7464
C: -3.6284 1.3550 -0.9185
C: -4.8761 0.8941 -1.3038
C: -5.0272 0.2179 -2.5041
C: -3.9329 0.0271 -3.3295
C: -2.6898 0.5045 -2.9562
H: 0.6370 0.2598 -3.5469
H: 1.4077 1.6803 -4.2294
H: 2.4326 2.1442 -1.9353
H: 3.0985 0.7749 -2.8066
H: 2.8960 -1.1085 -3.4574
H: 3.2085 -3.4091 -4.1637
H: 2.7452 -5.2768 -2.6251
H: 1.8666 -4.7989 -0.3559
H: 1.4761 -2.5080 0.3483
H: 2.8794 2.3621 0.5586
H: 4.9815 2.9763 1.6757
H: 6.8891 1.4109 1.6487
H: 6.7031 -0.7436 0.4583
H: 4.6150 -1.3687 -0.6621
H: -0.8431 2.3412 -3.5073
H: 0.4103 3.1515 -2.5717
H: 0.8182 3.5134 0.0576
H: 0.6241 5.8177 0.9220
H: -1.5050 7.0415 0.6549
H: -3.3690 6.0085 -0.5902
H: -3.1753 3.7310 -1.4540
H: -3.5114 1.8951 0.0146
H: -5.7348 1.0702 -0.6716
H: -5.9980 -0.1440 -2.8003
H: -4.0393 -0.4852 -4.2733
H: -1.8583 0.3760 -3.6355
O: -3.0236 -0.4500 1.2664
H: -3.6656 -0.1934 0.5911
H: -3.5262 -0.7254 2.0405

Values from the calculation:
HOMO-LUMO gap (alpha / beta): 0.2017 / 0.2048 Eh
Net charge: +1
Highest occupied orbital energy (alpha / beta): -8.8 / -8.8 eV
LUMO level (alpha / beta): -3.30 / -3.25 eV
Multiplicity: 2
E_tot: -127153.93807 eV

=====

This record from OMol25 describes a structure of composition C37H36BBr2F2N5OSSr in a non-equilibrium geometry. The level of theory is wB97M-V/def2-TZVPD.

CARTESIAN COORDINATES (ANGSTROEM)
Sr: -0.0076 0.6400 -0.2325
C: -0.1440 -5.0278 0.3326
C: 0.1120 -4.0468 -0.7901
C: 1.4292 -3.8815 -1.2449
C: 2.4965 -4.7638 -0.6404
C: 1.6947 -2.9536 -2.2600
C: 3.0932 -2.6500 -2.7493
C: 0.6268 -2.2946 -2.8871
C: 0.8849 -1.2947 -3.9903
C: -0.6961 -2.5729 -2.5244
C: -1.8216 -2.0444 -3.3812
C: -0.9509 -3.3817 -1.4092
C: -2.3573 -3.5390 -0.8774
H: 0.0976 -6.0425 0.0061
H: -1.1810 -5.0277 0.6555
H: 0.4921 -4.8218 1.1991
H: 2.3343 -5.8036 -0.9367
H: 2.4760 -4.7335 0.4501
H: 3.4997 -4.4901 -0.9465
H: 3.3354 -1.6000 -2.5737
H: 3.1708 -2.8354 -3.8219
H: 3.8563 -3.2430 -2.2589
H: 0.8925 -1.7763 -4.9730
H: 1.8414 -0.7929 -3.8616
H: 0.1122 -0.5294 -3.9876
H: -2.6941 -2.6916 -3.3298
H: -1.5115 -2.0068 -4.4240
H: -2.1154 -1.0345 -3.0839
H: -2.7407 -4.5523 -1.0220
H: -3.0427 -2.8492 -1.3602
H: -2.3868 -3.3115 0.1889
Br: 2.4525 6.6086 -6.7379
C: 0.8154 6.5881 -5.7701
C: 0.8307 6.3437 -4.4063
C: -0.3601 6.3296 -3.7058
C: -1.5745 6.5623 -4.3622
C: -1.5606 6.8480 -5.7256
C: -0.3718 6.8400 -6.4349
N: -2.7692 6.7078 -3.6275
N: -3.1781 5.8889 -2.7848
C: -2.6415 4.6023 -2.6485
C: -2.2095 3.8299 -3.7206
C: -1.6965 2.5557 -3.5528
C: -1.5166 1.9892 -2.2822
O: -0.9563 0.8469 -2.0977
C: -1.9917 2.7704 -1.1575
N: -1.7936 2.2515 0.0781
C: -2.2098 2.9138 1.1315
C: -2.8769 4.1441 1.0407
C: -3.0581 4.7057 -0.1949
C: -2.6010 4.0344 -1.3484
H: 1.7665 6.1599 -3.8966
H: -0.3557 6.1607 -2.6366
H: -2.4974 7.0575 -6.2264
H: -0.3710 7.0326 -7.4988
H: -2.3216 4.2240 -4.7215
H: -1.3929 1.9691 -4.4107
H: -2.0114 2.4569 2.0953
H: -3.2245 4.6319 1.9404
H: -3.5466 5.6644 -0.3119
S: -1.8277 -0.8464 1.7830
C: -0.9832 -1.4922 3.0745
N: -0.1725 -2.5723 2.8804
C: 0.5200 -3.1868 3.8666
C: 0.4312 -2.7505 5.1476
C: -0.4098 -1.6481 5.4238
C: -1.1006 -1.0434 4.4165
H: -0.0773 -2.8856 1.9223
H: 1.1229 -4.0346 3.5736
H: 0.9835 -3.2398 5.9352
H: -0.5026 -1.2907 6.4410
H: -1.7547 -0.2034 4.5970
Br: 2.7444 -1.8631 1.1140
C: 2.9146 -0.7189 2.6258
C: 4.0026 -0.8738 3.4700
C: 4.1129 0.0238 4.5184
C: 3.1563 1.0183 4.6603
C: 2.1216 1.0789 3.7430
N: 1.9948 0.2097 2.7411
H: 4.7311 -1.6513 3.2938
H: 4.9449 -0.0405 5.2072
H: 3.2209 1.7428 5.4604
H: 1.3595 1.8472 3.7973
F: 3.2008 2.1791 0.6656
B: 1.8385 2.0944 0.6245
F: 1.3465 3.1476 1.3682

Values from the calculation:
HOMO-LUMO gap: 0.2317 Eh
Highest occupied orbital energy: -6.8 eV
LUMO level: -0.45 eV
Relative energy (zero: lowest compared OMol25 entry of this formula, charge and spin): 230.4 kJ/mol
E_tot: -206321.50033 eV

=====

This record from OMol25 describes a structure of composition C37H36BNO5 in a non-equilibrium geometry. The level of theory is wB97M-V/def2-TZVPD.

CARTESIAN COORDINATES (ANGSTROEM)
C: -4.7561 -2.0593 2.5195
C: -3.3002 -2.1653 2.4258
C: -2.3581 -2.1991 3.4296
C: -1.0940 -2.4046 2.8495
C: -1.2856 -2.3260 1.4471
B: -1.4594 2.5308 0.1615
C: -0.9434 1.9454 1.4692
C: -1.6046 1.8830 2.6863
C: -0.7026 1.3661 3.6561
C: 0.5090 1.1151 3.0362
C: 1.8513 0.8486 3.5219
O: 0.3386 1.3327 1.6964
C: -0.4222 -2.9282 0.5319
C: -0.6382 -3.3938 -0.7571
C: 0.6230 -3.8794 -1.1620
C: 1.5159 -3.7053 -0.1405
C: 2.9220 -3.9943 -0.0137
O: 0.8787 -3.1317 0.9240
C: -2.6674 1.7243 -0.3940
C: -3.1388 0.8019 -1.3237
C: -4.4571 0.3603 -0.9613
C: -4.7912 1.0665 0.1544
C: -6.0336 1.2174 0.9123
O: -3.7476 1.8670 0.5411
O: -2.6900 -2.3360 1.2213
H: -4.9858 -2.0440 3.5998
H: -5.1388 -1.1116 2.1010
H: -5.2685 -2.9110 2.0217
H: -2.6284 -2.1345 4.4730
H: -0.1668 -2.5979 3.3783
H: -2.6239 2.2394 2.8629
H: -0.9347 1.2673 4.7033
H: 2.3579 1.8145 3.7044
H: 1.8398 0.3301 4.4889
H: 2.4569 0.2611 2.8094
H: -1.5769 -3.3935 -1.3009
H: 0.8342 -4.2907 -2.1261
H: 3.0280 -5.0285 0.3336
H: 3.3964 -3.9172 -1.0033
H: 3.4160 -3.2948 0.6618
H: -2.6360 0.3368 -2.1567
H: -5.0983 -0.3427 -1.4729
H: -6.8617 1.3498 0.1913
H: -6.1974 0.2809 1.4738
H: -5.9539 2.0738 1.6072
C: 3.0436 -2.8505 -5.7319
O: 1.7791 -2.1527 -5.5479
C: 1.4622 -1.6773 -4.3201
C: 2.3087 -1.7495 -3.1791
C: 1.8625 -1.1463 -2.0292
C: 0.6996 -0.3723 -1.9705
C: 0.5143 0.4130 -0.7764
C: 1.5229 1.4274 -0.6260
C: 1.2989 2.8493 -0.3256
C: 0.0990 3.5884 -0.0961
C: 0.2885 4.8515 0.5665
C: 1.5279 5.3398 0.9741
C: 2.7061 4.6260 0.6877
C: 2.5467 3.4171 0.0075
N: 3.5281 2.4168 -0.1034
C: 4.9699 2.6413 0.0354
C: 2.9311 1.2572 -0.5156
C: -0.1544 -0.3954 -3.0940
C: 0.2046 -1.0379 -4.2444
H: 2.9709 -3.1430 -6.7785
H: 3.8831 -2.1682 -5.5643
H: 3.0945 -3.7211 -5.0680
H: 3.2927 -2.2343 -3.2151
H: 2.4383 -1.2279 -1.1084
H: -0.4969 0.8387 -0.6017
H: -0.9099 3.4560 -0.7540
H: -0.6115 5.4287 0.7432
H: 1.5938 6.2998 1.4974
H: 3.7044 4.9735 0.9809
H: 5.1737 3.4751 0.7328
H: 5.4719 1.7293 0.3903
H: 5.4457 2.8798 -0.9336
H: 3.5079 0.3641 -0.6203
H: -1.0801 0.1825 -3.0658
H: -0.4241 -1.0021 -5.1280

Values from the calculation:
HOMO-LUMO gap: 0.1546 Eh
Highest occupied orbital energy: -5.1 eV
LUMO level: -0.85 eV
Relative energy (zero: lowest compared OMol25 entry of this formula, charge and spin): 447.4 kJ/mol
E_tot: -51347.21699 eV

=====

This record from OMol25 describes a structure of composition C37H36BrF4FeN2PS2Si. The level of theory is wB97M-V/def2-TZVPD.

CARTESIAN COORDINATES (ANGSTROEM)
Fe: -0.1398 0.7877 0.5251
F: 7.3803 -0.2264 -0.9475
C: 6.0551 -0.2015 -1.0423
C: 5.4279 -0.8128 -2.1090
F: 6.1560 -1.4245 -3.0385
C: 4.0458 -0.7805 -2.1989
F: 3.5010 -1.3809 -3.2557
C: 3.2535 -0.1594 -1.2434
P: 1.4099 -0.0654 -1.3628
C: 1.2387 0.7992 -2.9655
C: 1.1738 0.1531 -4.1967
C: 1.0358 0.8899 -5.3645
C: 0.9713 2.2750 -5.3137
C: 1.0422 2.9249 -4.0897
C: 1.1682 2.1898 -2.9210
C: 0.9631 -1.8005 -1.7101
C: 1.7517 -2.8636 -1.2725
C: 1.3263 -4.1733 -1.4332
C: 0.1022 -4.4367 -2.0294
C: -0.6929 -3.3852 -2.4596
C: -0.2728 -2.0737 -2.2967
C: 3.9197 0.4570 -0.1750
Br: 2.9954 1.3761 1.1966
C: 5.2990 0.4378 -0.0760
F: 5.9365 1.0260 0.9366
H: 1.2223 -0.9258 -4.2493
H: 0.9771 0.3777 -6.3165
H: 0.8598 2.8466 -6.2263
H: 0.9787 4.0046 -4.0416
H: 1.1802 2.6962 -1.9641
H: 2.7135 -2.6781 -0.8088
H: 1.9533 -4.9870 -1.0921
H: -0.2322 -5.4585 -2.1546
H: -1.6537 -3.5822 -2.9180
H: -0.9121 -1.2562 -2.6011
C: -3.8843 -0.8342 4.5810
Si: -2.5780 -2.1619 4.5978
C: -1.9545 -2.3644 6.3577
C: -3.3356 -3.7780 4.0230
C: -1.0533 -1.8825 3.5127
C: -0.0570 -2.8422 3.6205
C: 1.1134 -2.7939 2.8622
C: 1.2367 -1.7598 1.9664
N: 0.2994 -0.8245 1.8183
C: -0.8288 -0.8358 2.5875
S: -1.8742 0.5227 2.2887
H: -4.6718 -1.1218 5.2846
H: -4.3241 -0.7128 3.5916
H: -3.4854 0.1345 4.8804
H: -2.7863 -2.5654 7.0370
H: -1.4573 -1.4532 6.6975
H: -1.2433 -3.1874 6.4535
H: -4.1702 -4.0692 4.6651
H: -2.6067 -4.5914 4.0297
H: -3.7131 -3.6789 3.0029
H: -0.1824 -3.6629 4.3208
H: 1.8900 -3.5385 2.9616
H: 2.1134 -1.6594 1.3346
C: -2.9208 0.3044 -4.1571
C: -3.1983 1.2256 -2.9614
C: -3.0222 2.6874 -3.3953
C: -4.6286 1.0039 -2.4555
C: -2.2367 0.9285 -1.8887
C: -1.4015 0.6979 -1.0335
H: -3.6111 0.5262 -4.9748
H: -3.0484 -0.7428 -3.8747
H: -1.8987 0.4426 -4.5166
H: -3.7312 2.9336 -4.1901
H: -2.0089 2.8549 -3.7648
H: -3.1933 3.3590 -2.5531
H: -5.3487 1.2375 -3.2439
H: -4.8329 1.6415 -1.5949
H: -4.7713 -0.0327 -2.1479
S: -0.0324 3.3224 0.3361
C: 0.6509 3.7730 1.8172
N: 1.7456 4.5812 1.8317
C: 2.3922 5.0019 2.9464
C: 1.9527 4.6126 4.1701
C: 0.8168 3.7752 4.2279
C: 0.1784 3.3713 3.0909
H: 2.0857 4.8556 0.9188
H: 3.2502 5.6370 2.7839
H: 2.4654 4.9375 5.0619
H: 0.4432 3.4481 5.1898
H: -0.6775 2.7077 3.1185

Values from the calculation:
HOMO-LUMO gap (alpha / beta): 0.2440 / 0.2463 Eh
Highest occupied orbital energy (alpha / beta): -7.0 / -7.1 eV
LUMO level (alpha / beta): -0.33 / -0.37 eV
Relative energy (zero: lowest compared OMol25 entry of this formula, charge and spin): 0.0 kJ/mol
Multiplicity: 5
E_tot: -196070.07154 eV